(1)
23
Properties=species:S:1:pos:R:3 method="wB97M-V/def2-TZVPD" lumo_energy_ev=0.59 smiles=NCCCCS.O.O orbital_gap_ev=9.42 de_lowest_kcal_mol=56.6 total_energy_ev=-20809.41873
N -0.38 0.20 -0.96
C 0.71 -0.64 -1.63
C 1.47 -1.44 -0.59
C 0.60 -2.68 -0.28
C 0.48 -2.94 1.16
S -0.51 -4.59 1.55
H -0.38 0.20 0.00
H -0.78 0.92 -1.48
H 0.21 -1.32 -2.42
H 1.25 -0.14 -2.43
H 2.55 -1.65 -0.93
H 1.78 -0.61 0.20
H 1.01 -3.57 -0.84
H -0.45 -2.43 -0.67
H -0.05 -2.11 1.65
H 1.45 -3.19 1.55
H 0.20 -5.02 2.71
O -3.20 4.49 0.96
H -3.98 4.18 1.40
H -3.23 4.01 0.14
O 0.34 6.10 0.64
H -0.22 6.24 -0.03
H 1.15 5.98 0.29

=====

(2)
96
Properties=species:S:1:pos:R:3 method="wB97M-V/def2-TZVPD" lumo_energy_ev=0.27 smiles="O=S1(=O)CCCC1.O=S1(=O)CCCC1.O=S1(=O)CCCC1.CCOC(=O)OC.CNC(C)=O.CNC(C)=O.CNC(C)=O" orbital_gap_ev=8.77 total_energy_ev=-88330.22302
O 23.12 16.64 -3.19
S 22.52 15.76 -2.20
O 21.86 14.53 -2.55
C 23.78 15.53 -0.90
C 23.51 16.63 0.11
C 22.00 16.79 0.20
C 21.39 16.78 -1.19
H 24.77 15.38 -1.32
H 23.49 14.58 -0.43
H 24.07 16.54 1.04
H 23.86 17.61 -0.24
H 21.67 17.66 0.78
H 21.56 15.97 0.78
H 21.33 17.79 -1.61
H 20.35 16.49 -1.33
O 25.33 12.08 -13.87
S 24.75 12.86 -12.79
O 25.61 13.26 -11.67
C 23.87 14.27 -13.34
C 22.67 14.34 -12.42
C 22.07 12.93 -12.37
C 23.26 11.95 -12.18
H 23.51 13.98 -14.34
H 24.56 15.10 -13.46
H 22.91 14.64 -11.40
H 21.99 15.15 -12.71
H 21.57 12.64 -13.29
H 21.34 12.91 -11.57
H 23.04 11.05 -12.74
H 23.45 11.58 -11.18
O 17.76 15.12 -6.25
S 17.73 15.73 -7.56
O 18.72 16.71 -7.96
C 17.40 14.46 -8.82
C 16.26 14.98 -9.69
C 15.29 15.64 -8.71
C 16.07 16.55 -7.81
H 16.90 13.71 -8.18
H 18.24 13.92 -9.25
H 16.64 15.72 -10.41
H 15.75 14.20 -10.25
H 14.77 14.84 -8.17
H 14.52 16.20 -9.24
H 15.57 16.67 -6.85
H 16.38 17.52 -8.21
C 18.75 17.05 0.76
C 18.52 15.54 0.81
O 19.17 14.82 -0.23
C 18.55 14.79 -1.40
O 17.45 15.24 -1.63
O 19.34 14.18 -2.26
C 18.82 13.81 -3.53
H 19.78 17.39 0.81
H 18.20 17.53 1.57
H 18.24 17.42 -0.14
H 17.45 15.33 0.73
H 18.72 15.17 1.81
H 19.60 13.45 -4.20
H 18.31 14.57 -4.11
H 18.15 12.97 -3.37
C 26.10 10.96 -9.17
N 25.58 12.04 -8.32
C 25.96 12.33 -7.07
C 26.91 11.39 -6.37
O 25.48 13.31 -6.50
H 25.29 10.59 -9.81
H 26.48 10.12 -8.60
H 26.93 11.42 -9.70
H 24.83 12.57 -8.78
H 27.49 11.93 -5.63
H 27.60 10.87 -7.02
H 26.23 10.67 -5.90
C 21.72 14.88 -6.16
N 22.62 14.18 -7.07
C 22.38 13.91 -8.35
C 21.01 14.25 -8.87
O 23.23 13.32 -9.04
H 20.83 14.30 -5.92
H 21.40 15.81 -6.64
H 22.30 15.27 -5.33
H 23.53 13.87 -6.72
H 20.70 15.28 -8.69
H 20.30 13.58 -8.39
H 21.03 14.19 -9.96
C 24.97 16.38 -8.53
N 25.59 16.22 -7.23
C 26.21 17.19 -6.51
C 26.70 16.76 -5.14
O 26.36 18.34 -6.91
H 25.17 17.36 -8.97
H 23.89 16.37 -8.34
H 25.28 15.56 -9.17
H 25.52 15.32 -6.79
H 26.56 15.68 -5.05
H 26.10 17.27 -4.40
H 27.76 17.00 -5.02

=====

(3)
99
Properties=species:S:1:pos:R:3 method="wB97M-V/def2-TZVPD" lumo_energy_ev=1.83 orbital_gap_ev=6.63 charge=-1 de_lowest_kcal_mol=48.1 total_energy_ev=-153939.92707
W 0.25 0.00 -0.03
C -2.20 0.40 4.44
Si -0.94 1.11 3.23
C 0.71 0.55 3.90
C -1.04 2.98 3.51
C -1.40 0.57 1.45
C -1.76 -0.89 1.50
C -2.85 -1.56 1.95
C -2.93 -2.97 1.66
C -1.92 -3.64 1.11
C -0.61 -2.97 0.89
N -0.74 -1.55 0.87
Si -2.84 1.58 0.82
C -2.28 3.29 0.23
C -4.24 1.87 2.06
C -3.67 0.82 -0.68
H -1.85 0.65 5.45
H -2.26 -0.68 4.37
H -3.20 0.82 4.33
H 0.83 0.98 4.90
H 1.55 0.85 3.29
H 0.75 -0.53 4.01
H -0.95 3.14 4.59
H -1.99 3.42 3.20
H -0.23 3.52 3.03
H -3.66 -1.04 2.44
H -3.86 -3.49 1.87
H -2.00 -4.69 0.86
H -0.11 -3.31 -0.02
H -1.75 3.83 1.01
H -3.15 3.87 -0.09
H -1.64 3.12 -0.64
H -3.95 2.49 2.92
H -4.63 0.93 2.44
H -5.05 2.39 1.53
H -2.92 0.67 -1.46
H -4.42 1.52 -1.06
H -4.15 -0.13 -0.47
O 3.86 -0.80 -0.41
As 2.85 -2.05 -1.07
O 3.35 -2.43 -2.57
O 1.19 -1.59 -0.97
C 3.15 -3.66 0.01
C 3.93 -4.61 -0.66
C 4.17 -5.85 -0.09
C 3.63 -6.17 1.15
C 2.86 -5.24 1.82
C 2.62 -4.00 1.25
S 1.71 -2.82 2.22
O 2.01 -3.15 3.62
O 0.24 -3.47 2.01
O 1.76 0.15 0.86
H 3.36 -0.39 0.33
H 4.31 -4.35 -1.64
H 4.78 -6.57 -0.62
H 3.81 -7.15 1.58
H 2.45 -5.44 2.80
C 2.72 1.86 -2.51
C 1.49 2.12 -3.37
C 0.56 3.18 -2.78
C 0.75 0.87 -3.84
C 1.00 0.52 -5.16
C 0.33 -0.52 -5.78
C -0.64 -1.18 -5.06
C -0.94 -0.86 -3.73
C -2.18 -1.57 -3.18
C -3.42 -0.73 -3.47
C -2.13 -2.03 -1.73
C -0.18 0.12 -3.07
N -0.37 0.34 -1.71
H 3.24 2.82 -2.35
H 3.41 1.19 -3.03
H 2.55 1.44 -1.53
H 1.89 2.55 -4.29
H 0.16 2.84 -1.83
H -0.27 3.38 -3.45
H 1.12 4.11 -2.63
H 1.74 1.08 -5.71
H 0.56 -0.80 -6.80
H -1.21 -1.97 -5.54
H -2.27 -2.48 -3.77
H -3.39 0.23 -2.96
H -4.33 -1.26 -3.14
H -3.51 -0.54 -4.54
H -2.07 -1.21 -1.02
H -1.26 -2.67 -1.58
H -3.02 -2.61 -1.50
S 1.21 2.77 0.71
C 1.41 4.28 0.01
N 0.38 4.99 -0.53
C 0.48 6.20 -1.13
C 1.68 6.83 -1.20
C 2.81 6.16 -0.64
C 2.68 4.94 -0.06
H -0.53 4.54 -0.50
H -0.43 6.62 -1.53
H 1.77 7.79 -1.67
H 3.78 6.63 -0.69
H 3.53 4.41 0.35

=====

HOMO
In order: -8.8 -8.5 -4.8
Unit: eV